50
Properties=species:S:1:pos:R:3 method="wB97M-V/def2-TZVPD" charge=+2 fmax_ev_per_a=1.652 homo_lumo_gap_ev=7.0 e_homo_ev=-14.482 energy_ha=-1791.78754
Cd -0.3102 1.0360 0.9486
S 1.7809 1.7908 -0.4329
S -2.0293 -0.9993 -0.4900
C 1.9849 3.0471 0.9105
C 1.0701 2.9062 -1.7312
C -0.4247 3.0738 -1.5392
N -0.9631 1.7064 -1.3122
C -2.4168 1.5373 -1.5668
C -2.6645 0.0644 -1.8542
H 1.2828 2.3947 -2.6851
H 1.6119 3.8564 -1.6944
H -0.8777 3.5384 -2.4284
H -0.6618 3.6978 -0.6617
H -2.7480 2.1550 -2.4196
H -2.9526 1.8893 -0.6686
H -2.1158 -0.2642 -2.7531
H -3.7368 -0.1348 -1.9771
C -3.5715 -0.9357 0.5080
H -0.4414 1.0466 -1.9100
H -3.8311 0.0910 0.8038
H -3.4239 -1.5584 1.3997
H -4.3886 -1.3717 -0.0844
H 2.0627 2.5074 1.8617
H 1.1454 3.7547 0.9388
H 2.9232 3.5839 0.7195
C 1.3387 -2.1674 -2.0523
C 1.5740 -2.7897 -0.8885
H 2.0114 -1.3810 -2.4372
H 0.4294 -2.3578 -2.6470
H 2.4547 -2.5543 -0.2737
H 0.8674 -3.5128 -0.4695
N -0.9804 -0.6456 2.3114
C -0.0967 -1.2651 3.2670
C -0.6306 -2.0083 4.2974
C 0.1971 -2.3683 5.3800
C 1.5452 -2.0450 5.3819
C 2.1360 -1.3614 4.2806
C 3.5014 -0.9913 4.2280
C 3.9833 -0.3750 3.0812
C 3.0944 -0.0714 2.0258
N 1.7672 -0.2315 2.1320
C 1.2891 -0.9690 3.1855
H -1.1066 -1.2030 1.4335
H -1.9244 -0.5434 2.6990
H -1.6924 -2.2733 4.2635
H -0.2473 -2.8808 6.2287
H 2.1958 -2.2960 6.2276
H 4.1529 -1.2103 5.0789
H 5.0314 -0.1120 2.9668
H 3.4872 0.3325 1.0772

135
Properties=species:S:1:pos:R:3 method="wB97M-V/def2-TZVPD" charge=-1 fmax_ev_per_a=1.636 homo_lumo_gap_ev=9.1 e_homo_ev=-6.947 energy_ha=-5277.65455
As 0.5594 -0.2197 -0.2287
F -0.5326 1.0375 -0.7154
F 0.8759 0.6398 1.2314
F 1.6656 -1.4364 0.3393
F 0.2156 -1.0963 -1.6938
F 1.8226 0.5383 -1.1139
F -0.7397 -1.0848 0.4973
C -3.6576 -1.2243 -1.8320
C -4.4467 -0.1440 -1.0900
C -5.8358 -0.5962 -0.7178
O -6.5964 -0.8272 -1.8909
C -7.9225 -1.1450 -1.5900
N -3.7253 0.2322 0.1516
H -2.7579 -0.7970 -2.2804
H -4.2641 -1.6669 -2.6240
H -3.3460 -2.0374 -1.1704
H -4.4515 0.7144 -1.7746
H -6.3104 0.1517 -0.0657
H -5.7742 -1.5325 -0.1438
H -8.3809 -0.4142 -0.9091
H -8.0100 -2.1344 -1.1202
H -8.4992 -1.1374 -2.5151
H -2.7266 0.3622 0.0081
H -3.9985 1.2016 0.3129
C -0.6143 -4.1897 -1.3676
C -1.0853 -5.5750 -0.9143
C -2.1876 -6.0324 -1.8448
O -3.2746 -5.1416 -1.7407
C -4.3901 -5.5648 -2.4839
N -0.0554 -6.6175 -0.8958
H -1.4673 -3.5382 -1.5532
H -0.0656 -4.2792 -2.3150
H 0.0383 -3.6897 -0.6508
H -1.4682 -5.4783 0.1035
H -2.5462 -7.0307 -1.5526
H -1.8141 -6.0532 -2.8816
H -4.1817 -5.4775 -3.5597
H -5.2145 -4.9170 -2.2007
H -4.6172 -6.6172 -2.2708
H 0.8230 -6.2962 -0.4963
H 0.1685 -6.8963 -1.8476
C 3.3443 2.2135 3.2054
C 4.0337 2.3150 1.8546
C 4.3985 0.9464 1.2817
O 5.2726 0.2597 2.1575
C 5.8183 -0.8955 1.5758
N 3.1509 3.0295 0.9125
H 3.6657 1.3480 3.7834
H 2.2621 2.0992 3.0817
H 3.4909 3.1226 3.7919
H 4.9577 2.8899 1.9428
H 4.9292 1.1307 0.3320
H 3.5055 0.3575 1.0303
H 6.2940 -0.6824 0.6075
H 5.0704 -1.6785 1.4092
H 6.5880 -1.2691 2.2513
H 3.6744 3.3577 0.1070
H 2.4749 2.3486 0.5769
C -0.6935 5.4821 3.9286
C -0.5839 4.2559 4.8421
C -0.9143 2.9682 4.1289
O -2.1899 3.0466 3.5343
C -2.4423 1.9115 2.7462
N 0.7139 4.1208 5.4764
H -1.5307 5.4336 3.2325
H 0.2205 5.5998 3.3392
H -0.8210 6.3821 4.5348
H -1.3455 4.3950 5.6188
H -0.8418 2.1111 4.8137
H -0.1550 2.7686 3.3477
H -3.3302 2.0923 2.1445
H -2.7308 1.0361 3.3534
H -1.5644 1.6085 2.1668
H 1.4591 4.1760 4.7918
H 0.8671 4.8377 6.1713
C -2.7925 5.3744 -1.6438
C -1.9490 4.3242 -0.9697
C -1.6073 4.6988 0.4663
O -0.9518 5.9459 0.5968
C 0.4010 5.9030 0.2160
N -2.5707 2.9882 -0.9388
H -2.2453 6.3142 -1.6164
H -3.7621 5.4556 -1.1442
H -3.0134 5.1149 -2.6829
H -0.9887 4.2434 -1.5062
H -0.9513 3.9369 0.9172
H -2.5255 4.7200 1.0585
H 0.8504 6.8576 0.4822
H 0.5587 5.7390 -0.8594
H 0.9424 5.0873 0.7195
H -2.7533 2.7349 -1.9044
H -1.8703 2.3526 -0.5802
C 2.7297 -1.5708 4.3888
C 1.3239 -1.1642 4.0105
O 0.3208 -1.9690 4.6202
O 3.0857 -2.8656 3.8982
H 2.7833 -1.6328 5.4793
H 3.4668 -0.8358 4.0514
H 1.2239 -1.2117 2.9270
H 1.1853 -0.1167 4.3065
H -0.0081 -1.4872 5.3819
H 3.0653 -2.8306 2.9347
C 3.3877 -4.3922 -0.5901
C 3.5419 -5.7499 0.0289
O 2.4619 -6.0199 0.9070
O 3.5539 -3.4246 0.4549
H 2.3803 -4.3265 -1.0166
H 4.0858 -4.1496 -1.3956
H 4.4870 -5.7992 0.5883
H 3.5952 -6.5670 -0.6915
H 2.5390 -5.4616 1.6870
H 2.8519 -2.7726 0.3521
C 3.6500 2.3792 -2.6069
C 2.3393 2.3661 -3.3330
O 2.5880 2.6660 -4.7183
O 4.0845 3.7454 -2.4165
H 4.4571 1.8820 -3.1471
H 3.5374 1.9905 -1.6025
H 1.6869 3.1041 -2.8621
H 1.9260 1.3557 -3.3064
H 1.7894 2.4593 -5.2098
H 4.4694 4.0737 -3.2330
C 1.0521 -1.4058 -4.9336
C 2.1152 -1.1189 -5.9628
O 2.3169 -2.1766 -6.8898
O 1.6146 -2.1209 -3.8610
H 0.2548 -2.0116 -5.3984
H 0.5671 -0.4757 -4.6053
H 3.0659 -0.9856 -5.4433
H 1.9347 -0.1478 -6.4450
H 1.5143 -2.2768 -7.4084
H 1.0049 -2.0753 -3.1143
O -3.9813 -2.1902 1.6779
H -3.1081 -2.2134 2.0793
H -3.9705 -1.3752 1.1411

110
Properties=species:S:1:pos:R:3 method="wB97M-V/def2-TZVPD" fmax_ev_per_a=1.845 homo_lumo_gap_ev=8.7 smiles=CCN(CC)CC.CCN(CC)CC.CCN(CC)CC.CCN(CC)CC.CCN(CC)CC e_homo_ev=-7.973 energy_ha=-1461.67040
C -15.3052 -24.7002 -8.8236
C -14.6335 -23.4854 -9.4785
N -14.8045 -22.1674 -8.8599
C -16.1833 -21.7115 -8.8594
C -16.6909 -21.2715 -10.2316
C -14.3251 -22.1878 -7.4802
C -12.7923 -22.3571 -7.3834
H -14.7264 -25.5677 -9.1458
H -16.3340 -24.8503 -9.1602
H -15.3820 -24.6947 -7.7368
H -13.5472 -23.5865 -9.4692
H -14.9095 -23.5806 -10.5313
H -16.8321 -22.5119 -8.4532
H -16.3347 -20.8994 -8.1472
H -17.4315 -20.4802 -10.1400
H -15.8404 -20.9281 -10.8212
H -17.1923 -22.0830 -10.7617
H -14.8939 -22.8806 -6.8506
H -14.3974 -21.1973 -7.0216
H -12.3064 -21.6254 -8.0308
H -12.4355 -23.3495 -7.6629
H -12.4525 -22.1105 -6.3759
C -12.2210 -29.7117 -9.9107
C -11.8125 -29.4814 -11.3527
N -11.3764 -28.0888 -11.5726
C -10.5142 -27.9706 -12.7472
C -11.0523 -28.4728 -14.0756
C -12.5211 -27.1878 -11.6450
C -12.2049 -25.7044 -11.5708
H -12.5212 -30.7577 -9.8110
H -13.0074 -29.0685 -9.5281
H -11.3164 -29.5674 -9.3160
H -11.0114 -30.1718 -11.6127
H -12.6590 -29.6194 -12.0455
H -10.1507 -26.9498 -12.8969
H -9.6039 -28.5079 -12.4513
H -11.3786 -29.5104 -14.0046
H -11.9305 -27.8761 -14.3576
H -10.4236 -28.3210 -14.9527
H -13.1834 -27.4111 -10.8041
H -13.1445 -27.4088 -12.5256
H -11.6119 -25.3850 -12.4307
H -11.7314 -25.3263 -10.6659
H -13.1517 -25.1624 -11.6519
C -15.1596 -25.7416 -2.9693
C -14.2167 -26.6764 -3.7558
N -14.8605 -27.5628 -4.7325
C -15.2331 -26.9294 -6.0012
C -15.3328 -27.9507 -7.1131
C -15.9128 -28.4166 -4.1913
C -15.6089 -29.0732 -2.8336
H -15.9319 -26.2283 -2.3732
H -15.6281 -25.0282 -3.6444
H -14.5116 -25.2608 -2.2309
H -13.5381 -26.0827 -4.3681
H -13.6300 -27.2964 -3.0806
H -16.1413 -26.3309 -5.8291
H -14.3978 -26.2705 -6.2558
H -14.4168 -28.5208 -7.2447
H -16.1375 -28.6646 -6.9416
H -15.5725 -27.3458 -7.9932
H -16.0299 -29.2756 -4.8513
H -16.8575 -27.8580 -4.1197
H -15.0111 -28.4227 -2.1963
H -15.1209 -30.0302 -2.9999
H -16.5361 -29.2267 -2.2814
C -17.9850 -18.8641 -12.4009
C -18.3304 -20.0679 -13.2944
N -17.4003 -20.2793 -14.3770
C -16.0723 -20.7453 -13.9594
C -16.0583 -22.2165 -13.5596
C -17.9166 -20.8772 -15.5940
C -18.9935 -20.0268 -16.2590
H -18.5524 -19.0026 -11.4717
H -18.3494 -17.8894 -12.7255
H -16.9376 -18.8148 -12.1105
H -18.5006 -20.9563 -12.6720
H -19.2990 -19.7789 -13.7109
H -15.6819 -20.0725 -13.1968
H -15.4376 -20.5237 -14.8233
H -15.8221 -22.8858 -14.3962
H -16.9803 -22.5718 -13.1128
H -15.1419 -22.3872 -12.9810
H -17.0816 -21.1242 -16.2465
H -18.4230 -21.8303 -15.3562
H -18.9514 -20.1973 -17.3382
H -20.0034 -20.2672 -15.9354
H -18.7932 -18.9633 -16.1153
C -16.1047 -14.1848 -6.8489
C -14.8923 -14.9516 -7.3181
N -15.1389 -16.3681 -7.5322
C -13.9326 -17.1558 -7.5788
C -13.0418 -17.0694 -6.3283
C -16.0352 -16.5958 -8.6651
C -16.4373 -18.0425 -8.8353
H -17.0520 -14.5479 -7.2490
H -16.0848 -13.1010 -6.9531
H -16.2433 -14.3443 -5.7716
H -14.4507 -14.4470 -8.1974
H -14.0860 -14.8123 -6.5977
H -14.0851 -18.2406 -7.6049
H -13.3045 -16.9990 -8.4691
H -12.8318 -16.0354 -6.0567
H -13.4941 -17.5084 -5.4342
H -12.1482 -17.6730 -6.4866
H -15.5524 -16.2445 -9.5926
H -16.9385 -15.9945 -8.5847
H -15.6690 -18.7800 -8.6187
H -16.7098 -18.2016 -9.8814
H -17.3458 -18.2874 -8.2801

8
Properties=species:S:1:pos:R:3 method="wB97M-V/def2-TZVPD" fmax_ev_per_a=2.989 spin_multiplicity=3 homo_lumo_gap_ev="6.5 / 7.0" e_homo_ev="-7.468 / -8.863" energy_ha=-1565.11298
C 0.1951 0.7536 0.0785
C 3.0730 -0.0037 -0.0736
I 0.2659 2.5348 -0.9682
I 0.0921 0.8544 2.1626
I 3.7827 1.5699 -1.2015
I 3.6059 -0.0346 2.0003
I 3.0276 -1.8498 -1.0816
H 0.2844 -0.1792 -0.3608